{
  "formula": "C4H3N3O",
  "method": "wB97M-V/def2-TZVPD",
  "species": ["C", "C", "C", "N", "N", "C", "N", "O", "H", "H", "H"],
  "coordinates": [[1.3338, -1.3283, 0.1678], [0.3452, -1.1942, -0.8152], [-0.4751, -0.0373, -0.7333], [-1.8431, 0.2768, -0.7222], [-1.8251, 1.4286, 0.1616], [-0.7001, 1.5710, 0.7071], [0.2082, 0.6708, 0.1171], [1.2788, 0.0546, 0.7164], [1.9060, -2.1298, 0.9637], [0.0066, -1.8452, -1.7755], [-0.2351, 2.5330, 1.2127]],
  "forces_ev_per_a": [[-2.1, 2.0, 0.5], [0.1, -5.5, -3.3], [-2.5, -1.0, 0.9], [3.7, 1.5, 0.5], [-2.2, -1.5, -1.7], [3.7, 2.6, 1.1], [0.5, 2.4, 2.4], [0.5, -1.3, 0.6], [-1.6, 2.6, -3.2], [1.3, 0.6, 3.0], [-1.6, -2.4, -0.7]],
  "e_above_lowest_kcal_mol": 128.9,
  "homo_energy_ev": -9.11,
  "max_force_ev_per_a": 6.4,
  "total_charge": 0,
  "energy_ev": -10708.0626,
  "homo_lumo_gap_ev": 9.1
}